1.
CH7NOSi | the ωB97M-V functional and the def2-TZVPD basis

```
11
Properties=species:S:1:pos:R:3:nbo_charge:R:1
H -1.8269 0.5772 -0.0671 0.10
N 0.5258 0.6185 -0.7925 -1.33
H 1.1850 -2.5650 0.9940 0.00
O -1.8516 -0.3243 -1.8479 -0.55
Si 1.1469 1.6088 0.3034 1.39
C -1.6764 -0.3909 -0.6867 0.31
H 2.1269 2.5638 0.5376 -0.21
H 0.9484 0.0864 -1.5192 0.40
H 0.7260 -2.2995 1.5507 0.00
H 0.2405 1.5628 1.6044 -0.21
H -1.5447 -1.4378 -0.0767 0.10
```

Summary:
HOMO energy: -9.1 eV
charge: 0
total energy: -12561.587 eV
largest force on an atom: 0.082 hartree/bohr
LUMO: -0.4 eV
energy above the lowest of the compared OMol25 structures with the same formula, charge and spin: 2.069 eV
SMILES: N=[SiH2].[H][H].C=O
molecular weight: 77.16 g/mol

***

2.
C4H20NO9 | the ωB97M-V functional and the def2-TZVPD basis

```
34
Properties=species:S:1:pos:R:3:nbo_charge:R:1
H -1.8282 -0.0711 3.2294 0.46
H 2.6611 -1.3768 -0.4519 0.21
H -1.1230 3.4927 -1.4034 0.45
O 2.3022 1.2755 3.2808 -0.96
H -0.8724 2.1771 -0.7576 0.50
H -2.2923 -1.6095 -2.6706 0.46
H -0.0383 -2.4299 -1.2337 0.36
H 2.6038 0.9962 2.4107 0.49
H 1.4632 0.8089 3.3193 0.47
H 0.7074 1.0544 -2.5321 0.52
H 0.7961 -1.5801 1.4700 0.18
C 0.3331 0.1008 0.2197 0.78
C 0.1574 -1.4280 0.5960 -0.18
H 1.1801 2.7061 -2.5109 0.50
O -3.0899 -1.0755 -2.5834 -0.95
N 0.6560 -2.2307 -0.5356 -0.63
H 1.2945 2.1051 -0.6995 0.50
H -2.6772 -0.1982 -2.5705 0.49
O 1.2516 3.0117 -0.3995 -1.00
O -1.2548 -3.1149 1.6148 -0.72
H 2.3348 -2.5862 -1.7031 0.18
H -2.0339 -1.8865 0.0925 0.21
C -1.2630 -1.8968 0.8579 -0.07
H 1.3927 3.0982 0.5410 0.49
H -2.0953 1.0663 2.3600 0.48
O 1.0854 1.8490 -2.9131 -1.03
O 1.0701 0.7216 1.0133 -0.80
C 1.8983 -1.7617 -1.1153 -0.43
H -1.6617 -1.1155 1.5366 0.13
O -1.5790 2.6771 -1.2399 -0.99
H 1.7379 -1.0768 -1.9628 0.18
O -0.2461 0.5023 -0.8248 -0.82
O -2.2769 0.7819 3.2667 -0.93
H -0.5935 -2.9867 2.2990 0.46
```

Summary:
HOMO energy: -5.4 eV
charge: -1
total energy: -24391.641 eV
largest force on an atom: 0.061 hartree/bohr
LUMO: 3.0 eV
energy above the lowest of the compared OMol25 structures with the same formula, charge and spin: 3.120 eV
molecular weight: 226.20 g/mol

***

3.
C16H18AsMnN2O7S2 | the ωB97M-V functional and the def2-TZVPD basis

```
47
Properties=species:S:1:pos:R:3:nbo_charge:R:1
O 2.5138 -0.5389 -0.7846 -0.66
H -5.7454 -4.4672 -0.7474 0.20
C 3.2472 -0.7603 1.4283 0.03
As -2.8248 -0.4268 -0.6052 2.43
H -1.5674 4.8379 1.6778 0.20
H 1.2995 3.7298 2.2510 0.23
O 0.1970 -2.8016 -0.3091 -1.02
H 6.7056 -1.6351 -0.1117 0.22
C -4.7295 -4.1345 -0.9218 -0.21
Mn 0.4340 -0.5436 -0.2408 1.50
H 0.9208 5.4372 1.9460 0.20
C -3.7668 -5.0280 -1.3606 -0.22
H -2.0326 3.5501 0.5442 0.23
C -4.3965 -2.8055 -0.7049 -0.22
O -1.4927 -0.1383 0.3536 -1.25
N 3.4683 -0.8076 0.0746 0.02
C 0.4234 2.7976 -0.1049 0.39
C 5.7597 -1.3906 0.3486 -0.29
C 1.1814 4.4871 1.4762 -0.59
C -2.1439 -3.2513 -1.3641 -0.34
H 4.1860 -1.0109 3.3149 0.23
H -1.1562 3.1426 2.0185 0.23
H -4.4679 0.6937 0.4561 0.48
H 4.6854 -1.1295 -1.5209 0.23
H -5.1482 -2.1115 -0.3584 0.24
O -0.4861 -1.4072 -2.1168 -1.03
H -0.3563 6.0899 -0.1724 0.21
H -4.0190 -6.0663 -1.5363 0.20
O -3.1266 0.5554 -1.8688 -1.16
C -2.4741 -4.5812 -1.5818 -0.19
O 0.0948 -3.7630 -2.5708 -0.97
S -0.4372 -2.8030 -1.6397 2.40
H 2.1355 4.6027 0.9612 0.22
C 4.6772 -1.1195 -0.4419 0.03
C 4.3589 -1.0427 2.2490 -0.24
S 1.7057 -0.3925 2.0500 -0.34
C -3.1011 -2.3408 -0.9185 -0.31
C 0.0731 4.0896 0.4953 -0.16
C -0.0763 5.1329 -0.6162 -0.59
H 0.8597 5.2625 -1.1600 0.21
C 5.5925 -1.3481 1.7356 -0.20
H -1.7039 -5.2498 -1.9413 0.24
H 6.4214 -1.5608 2.3983 0.21
C -1.2591 3.8898 1.2325 -0.59
H -0.8496 4.8361 -1.3242 0.23
O -4.2014 -0.2295 0.5312 -1.05
N 0.6217 1.7506 -0.5201 -0.39
```

Summary:
HOMO energy (alpha / beta): -4.8 / -5.0 eV
charge: -1
total energy: -148029.966 eV
largest force on an atom: 0.011 hartree/bohr
LUMO (alpha / beta): 2.5 / 2.5 eV
energy above the lowest of the compared OMol25 structures with the same formula, charge and spin: 0.226 eV
molecular weight: 544.32 g/mol
multiplicity: 6
⟨S²⟩: 8.7531

***

Number 3 is which compound? C16H18AsMnN2O7S2